Computed, not measured: a molecular structure, C28H39N6O2SW, with ωB97M-V/def2-TZVPD.

Properties
- LUMO (spin up / spin down): -9.5 / -9.9 eV
- Gap between HOMO and LUMO (spin up / spin down): 6.55 / 7.18 eV
- Total charge: +3
- Multiplicity: 3

Geometry as XYZ:
```
77
C28H39N6O2SW, DFT ωB97M-V/def2-TZVPD
W 0.10 -0.13 -0.01
C 1.19 1.44 -1.28
C 0.82 0.37 -2.15
C 1.57 -0.79 -1.80
C 2.38 -0.44 -0.68
C 2.17 0.94 -0.37
C 3.03 1.68 0.60
C 3.41 -1.31 -0.03
C 1.63 -2.05 -2.57
C -0.05 0.47 -3.36
C 0.75 2.86 -1.47
H 2.78 1.44 1.63
H 2.97 2.75 0.46
H 4.07 1.38 0.44
H 3.29 -2.36 -0.29
H 3.41 -1.20 1.06
H 4.40 -0.99 -0.38
H 0.67 -2.31 -3.01
H 2.01 -2.89 -1.98
H 2.34 -1.91 -3.40
H -0.56 -0.48 -3.57
H 0.57 0.71 -4.22
H -0.80 1.25 -3.26
H 1.49 3.55 -1.04
H -0.21 3.06 -1.00
H 0.67 3.09 -2.53
C -3.31 1.79 -2.08
C -2.79 1.09 -0.86
O -1.58 0.70 -0.85
N -3.66 0.90 0.12
C -3.51 0.32 1.46
C -2.76 -0.98 1.41
C -3.45 -2.26 1.27
C -2.78 -3.41 1.09
C -1.29 -3.51 1.14
C -0.76 -2.10 1.08
N -1.47 -0.91 1.40
H -2.51 2.36 -2.55
H -4.13 2.46 -1.84
H -3.67 1.04 -2.79
H -4.58 1.26 -0.08
H -4.51 0.16 1.85
H -2.98 1.02 2.11
H -4.53 -2.25 1.32
H -3.34 -4.34 1.00
H -0.99 -4.15 1.98
H 1.16 -2.01 0.52
C -1.55 4.28 0.60
N -0.33 4.30 1.36
C 0.30 5.58 1.73
C 1.47 5.16 2.64
N 1.38 3.69 2.58
C 0.32 3.27 1.89
S -0.23 1.61 1.93
H -2.33 4.84 1.13
H -1.88 3.25 0.48
H -1.40 4.74 -0.37
H -0.43 6.21 2.24
H 0.63 6.10 0.83
H 1.35 5.50 3.66
H 2.43 5.50 2.26
H 1.83 3.09 3.25
N 0.99 -6.21 -1.37
C 1.63 -5.18 -0.79
O 2.78 -4.86 -1.04
C 0.89 -4.30 0.16
C 1.54 -4.05 1.40
C 1.36 -2.92 2.13
N 0.67 -1.84 1.41
C -0.68 -2.13 -0.45
C -0.46 -3.73 -0.19
H 1.52 -6.81 -1.98
H 0.13 -6.58 -0.99
H 2.24 -4.79 1.78
H 1.75 -2.71 3.12
H -1.66 -2.02 -0.91
H -0.93 -4.32 -0.97
```

Results of the Löwdin charge analysis, in e, for atoms 1 through 2:
1. W 1.65
2. C -0.28

Computed, not measured: C6H13PS3 in the gas phase, with ωB97M-V/def2-TZVPD.

Properties
- LUMO (spin up / spin down): -1.1 / -1.1 eV
- Gap between HOMO and LUMO (spin up / spin down): 6.64 / 6.64 eV
- Total charge: 0

Geometry as XYZ:
```
23
C6H13PS3, DFT ωB97M-V/def2-TZVPD
C 2.25 -1.25 0.19
C -2.46 1.75 0.35
C 1.03 -2.09 -0.26
C -2.02 0.53 -0.55
C -0.12 -1.27 -0.83
C -0.62 0.01 -0.03
P 4.01 1.46 -0.55
S 3.57 -0.61 -0.89
S 3.71 -2.24 0.66
S 2.66 2.36 0.77
H 1.90 -0.68 1.09
H -1.57 2.44 0.56
H -3.33 2.17 -0.11
H -2.93 1.46 1.25
H 0.69 -2.68 0.57
H 1.49 -2.78 -1.00
H -1.95 0.84 -1.58
H -2.84 -0.29 -0.66
H -0.91 -1.90 -0.91
H 0.08 -0.73 -1.78
H 0.08 0.79 -0.06
H -0.71 -0.22 1.02
H 1.52 2.39 0.05
```

Results of the natural (NBO) charge analysis, in e, for atoms 1 through 2:
1. C -0.46
2. C -0.62

Computed, not measured: a molecular structure, C23H49AlN3P4S, with ωB97M-V/def2-TZVPD.

Properties
- LUMO (spin up / spin down): -9.3 / -9.3 eV
- Gap between HOMO and LUMO (spin up / spin down): 6.48 / 6.48 eV
- Total charge: +3

Geometry as XYZ:
```
81
C23H49AlN3P4S, DFT ωB97M-V/def2-TZVPD
Al -0.88 -0.84 0.16
P -0.89 1.56 0.58
P -3.23 -0.91 -0.63
P 4.08 2.07 -1.52
H 1.98 -1.17 -1.23
C 1.10 -0.50 -1.36
C -0.22 -0.97 -1.60
H -0.75 -0.41 -2.38
C -1.03 2.69 -0.84
C -2.37 1.95 1.59
C 0.48 2.31 1.52
C -3.47 -2.33 -1.77
C -4.56 -1.17 0.59
C -3.96 0.44 -1.64
C 5.72 2.06 -2.30
C 4.31 1.47 0.16
C 3.47 3.77 -1.47
H 1.27 0.53 -1.03
H -0.26 -2.06 -1.87
H -1.10 3.73 -0.50
H -1.92 2.47 -1.44
H -0.15 2.62 -1.49
H -2.37 3.02 1.84
H -2.34 1.37 2.53
H -3.30 1.72 1.04
H 0.35 3.40 1.57
H 1.45 2.11 1.04
H 0.50 1.92 2.55
H -4.42 -2.85 -1.55
H -2.65 -3.04 -1.65
H -3.48 -2.01 -2.82
H -5.55 -1.14 0.12
H -4.51 -0.41 1.38
H -4.43 -2.14 1.08
H -4.95 0.14 -2.01
H -3.35 0.70 -2.51
H -4.10 1.36 -1.05
H 6.10 3.09 -2.37
H 5.60 1.67 -3.33
H 6.43 1.46 -1.71
H 4.66 2.27 0.82
H 5.06 0.68 0.19
H 3.37 1.10 0.58
H 4.27 4.46 -1.81
H 3.16 4.05 -0.45
H 2.61 3.83 -2.16
C 0.79 0.45 -4.21
C 0.28 1.76 -4.10
C -1.07 2.01 -4.37
C -1.91 0.98 -4.83
C -1.37 -0.29 -5.10
C -0.03 -0.55 -4.81
S 2.33 0.16 -3.54
H 3.11 1.19 -2.48
H 0.95 2.55 -3.77
H -1.49 3.01 -4.21
H -2.97 1.18 -5.04
H -2.00 -1.04 -5.56
H 0.36 -1.54 -5.01
C 1.83 -3.14 4.17
N 1.55 -1.70 4.29
C 0.40 -1.49 5.22
N -0.80 -2.26 4.81
C -0.46 -3.69 4.67
N 0.65 -3.93 3.72
C 0.26 -3.58 2.33
P -0.18 -1.80 2.18
C 1.33 -1.07 3.00
C -1.40 -1.71 3.59
H 2.13 -3.52 5.16
H 2.63 -3.28 3.44
H 0.15 -0.42 5.24
H 0.71 -1.84 6.22
H -1.34 -4.23 4.32
H -0.14 -4.07 5.66
H 1.11 -3.79 1.65
H -0.60 -4.19 2.02
H 1.23 0.02 3.11
H 2.20 -1.26 2.34
H -2.28 -2.31 3.32
H -1.72 -0.67 3.75
```

Results of the Löwdin charge analysis, in e, for atoms 1 through 2:
1. Al 0.20
2. P 0.80

Computed, not measured: 5 unconnected molecules or ions with the total composition C5H16O7, with ωB97M-V/def2-TZVPD.

Properties
- LUMO: 0.6 eV
- Gap between HOMO and LUMO: 10.50 eV
- Total charge: 0
- SMILES: O=C1OCCO1.CCO.O.O.O

Geometry as XYZ:
```
28
C5H16O7, DFT ωB97M-V/def2-TZVPD
O 1.27 4.38 -3.27
C 1.46 4.70 -4.47
O 1.90 3.91 -5.39
C 2.31 4.66 -6.51
C 1.49 5.89 -6.41
O 1.39 5.98 -4.97
H 3.39 4.76 -6.40
H 1.97 4.03 -7.34
H 0.51 5.79 -6.87
H 2.07 6.79 -6.63
C -0.96 -3.14 6.53
C 0.19 -3.84 7.31
O 0.26 -3.46 8.63
H -0.78 -2.92 5.48
H -1.29 -2.26 7.09
H -1.87 -3.74 6.58
H 1.13 -3.54 6.85
H 0.14 -4.91 7.47
H 0.92 -4.03 9.04
O 1.12 -5.84 0.34
H 0.65 -6.66 0.50
H 1.96 -6.13 -0.02
O -1.50 -1.47 -1.05
H -0.98 -2.24 -0.83
H -0.89 -0.74 -0.97
O -5.61 1.36 -1.33
H -4.93 0.69 -1.32
H -5.33 1.96 -2.03
```

Results of the natural (NBO) charge analysis, in e, for atoms 1 through 2:
1. O -0.60
2. C 0.96

no.,F_max (eV/A),M (g/mol)
1,1.22,707.567
2,4.20,212.345
3,3.22,550.611
4,5.19,188.176